Computed, not measured: one molecule with the formula C3H3BrO at a distorted geometry, with wB97M-V/def2-TZVPD.

molecular weight = 134.96 g/mol
energy above the lowest of the compared OMol25 structures with the same formula, charge and spin = 119.03 kcal per mole
total charge = 0
multiplicity = 1
Kohn-Sham gap = 8.912 eV
E = -2765.14282 Eh

Geometry (Å):
C (0.95233, 0.13319, -0.82485)
C (0.40816, -0.39174, 0.24574)
C (-0.32209, -0.82135, 1.24801)
O (-1.40202, 1.76699, -0.75308)
Br (-0.09835, 1.55377, -1.66943)
H (1.94279, -0.04126, -1.44057)
H (-0.45044, -0.62206, 2.34403)
H (-1.03038, -1.57754, 0.85016)